1.
{"formula": "C2H3NS3", "method": "the ωB97M-V functional and the def2-TZVPD basis", "elements": ["S", "C", "S", "C", "N", "S", "H", "H", "H"], "xyz": [[-1.660, -0.955, -2.157], [-0.955, -0.799, -0.810], [-0.357, -2.170, 0.080], [-0.415, 0.370, -0.385], [0.370, 0.473, 0.662], [1.354, 1.955, 0.826], [0.466, -1.399, 0.643], [-0.631, 1.286, -0.763], [1.828, 1.240, 1.903]], "atomic_forces_ev_per_a": [[-2.91, -0.20, -4.28], [1.30, -3.71, 2.00], [-1.87, -2.32, -0.87], [3.18, 3.66, 5.07], [0.13, 0.38, -1.97], [-1.02, -2.44, 1.16], [1.93, 1.03, 1.77], [-1.00, 2.32, -2.36], [0.27, 1.30, -0.51]], "e_homo_ev": -9.07, "e_above_lowest_kcal_mol": 58.96, "smiles": "S=C(S)/C=N/S"}

2.
{"formula": "C32H38F4O7S", "method": "the ωB97M-V functional and the def2-TZVPD basis", "elements": ["F", "C", "C", "C", "C", "C", "C", "H", "H", "H", "H", "H", "F", "C", "C", "C", "C", "C", "C", "H", "H", "H", "H", "H", "F", "C", "C", "C", "C", "C", "C", "H", "H", "H", "H", "H", "F", "C", "C", "C", "C", "C", "C", "H", "H", "H", "H", "H", "C", "S", "O", "C", "H", "H", "H", "H", "H", "H", "C", "O", "C", "O", "O", "C", "H", "H", "H", "H", "H", "H", "C", "O", "C", "O", "O", "C", "H", "H", "H", "H", "H", "H"], "xyz": [[-8.264, 0.305, -0.708], [-7.251, 0.119, -1.613], [-7.187, 0.916, -2.796], [-6.082, 0.813, -3.629], [-5.177, -0.196, -3.340], [-5.301, -1.042, -2.270], [-6.340, -0.921, -1.384], [-7.850, 1.737, -3.027], [-5.758, 1.390, -4.482], [-4.365, -0.479, -3.993], [-4.713, -1.942, -2.167], [-6.467, -1.633, -0.581], [-0.144, 1.827, -0.836], [1.046, 2.285, -1.271], [1.810, 3.098, -0.397], [2.949, 3.660, -0.919], [3.418, 3.327, -2.210], [2.660, 2.475, -3.071], [1.532, 1.923, -2.591], [1.250, 3.363, 0.487], [3.566, 4.341, -0.353], [4.306, 3.818, -2.580], [3.014, 2.089, -4.015], [1.040, 1.185, -3.209], [-6.122, -0.578, 2.722], [-5.016, -1.297, 2.903], [-4.781, -2.525, 2.304], [-3.560, -3.194, 2.522], [-2.629, -2.661, 3.377], [-2.910, -1.508, 4.068], [-4.105, -0.831, 3.882], [-5.575, -2.966, 1.719], [-3.457, -4.144, 2.018], [-1.779, -3.311, 3.523], [-2.178, -1.165, 4.783], [-4.355, 0.046, 4.460], [5.605, 0.874, 0.750], [4.565, 0.131, 1.180], [3.399, 0.184, 0.380], [2.252, -0.482, 0.709], [2.266, -1.278, 1.857], [3.436, -1.353, 2.651], [4.616, -0.632, 2.332], [3.374, 0.765, -0.529], [1.306, -0.516, 0.189], [1.385, -1.814, 2.179], [3.359, -1.835, 3.614], [5.556, -0.602, 2.864], [-1.999, -0.920, -0.396], [-1.341, -2.196, -1.612], [-0.029, -1.636, -2.232], [-0.817, -3.362, -0.210], [-2.599, -1.382, 0.388], [-2.614, -0.240, -0.985], [-1.181, -0.375, 0.074], [-0.130, -2.744, 0.368], [-0.201, -4.087, -0.742], [-1.604, -3.777, 0.421], [2.771, 1.772, 4.856], [1.962, 2.113, 3.660], [0.748, 1.598, 3.540], [0.351, 0.499, 4.036], [0.034, 2.397, 2.837], [-1.320, 2.187, 2.490], [3.781, 2.169, 4.747], [2.925, 0.727, 5.127], [2.305, 2.202, 5.742], [-1.672, 1.206, 2.173], [-1.760, 2.735, 1.656], [-2.034, 2.468, 3.265], [3.177, -1.866, -2.858], [4.233, -0.878, -2.733], [4.703, -0.200, -3.830], [4.226, -0.198, -4.956], [5.803, 0.474, -3.435], [6.569, 1.245, -4.367], [2.234, -1.357, -3.059], [3.049, -2.445, -1.944], [3.477, -2.414, -3.752], [6.019, 1.948, -4.993], [7.307, 0.752, -5.000], [7.287, 1.817, -3.780]], "atomic_forces_ev_per_a": [[0.86, -0.08, -1.04], [-0.41, 0.12, -0.67], [0.41, 0.53, 1.02], [0.97, -1.34, 0.61], [0.98, -0.78, -0.45], [-0.45, -0.73, 0.22], [-1.16, 1.06, 0.28], [-0.54, -0.20, 0.50], [-1.04, 0.53, -0.07], [0.13, 0.60, -0.44], [0.51, 0.04, -0.13], [-0.17, 0.21, 0.19], [-0.30, -0.41, 0.01], [2.52, 0.39, -1.37], [-2.81, -1.04, -1.76], [1.53, -0.16, -1.25], [-1.20, -0.01, -0.18], [2.26, 0.83, 1.30], [-2.48, -0.36, 2.58], [0.68, 0.18, 0.54], [-0.13, 0.05, 0.23], [0.13, -0.12, 0.04], [0.25, 0.48, -0.21], [-0.52, 0.03, 0.13], [-0.25, -0.31, -0.36], [1.49, -0.20, 1.72], [-0.18, 0.33, -0.31], [-1.76, 0.63, -0.60], [0.17, -1.44, -0.62], [0.16, 0.59, 0.60], [-0.29, -0.18, -1.02], [0.04, -0.06, -0.26], [0.29, -0.21, 0.16], [0.51, 0.53, 0.43], [-0.08, 0.24, 0.11], [0.04, 0.10, -0.04], [-0.11, -0.38, 0.44], [-1.46, -0.01, -1.06], [0.65, 0.72, -0.60], [-0.04, -1.52, 1.58], [1.49, 0.08, 0.78], [-0.30, 0.84, -0.20], [-0.83, 0.09, -0.84], [0.47, 0.22, -0.02], [0.15, 0.67, -0.71], [-0.08, 0.01, 0.13], [0.20, -0.37, -0.07], [-0.19, -0.34, 0.49], [-0.38, 0.70, -1.16], [1.37, 1.03, 2.76], [-2.00, -0.91, 0.86], [1.29, 0.12, -1.49], [-0.05, -0.63, -0.28], [0.02, 0.06, 0.10], [0.38, -0.22, -0.37], [-0.16, 0.19, 0.08], [-0.26, -0.39, 0.27], [-0.33, 0.23, -0.58], [-0.28, -0.01, 0.25], [1.09, -0.35, 1.09], [-0.37, -4.97, 2.93], [1.16, 3.37, -1.47], [-1.41, 2.01, -2.30], [-2.31, -0.67, 0.09], [-0.40, 0.39, -0.51], [-0.61, -0.32, -0.90], [-0.10, 0.32, -0.23], [1.06, -0.78, 0.55], [1.55, 0.98, -0.32], [0.58, -0.05, 0.70], [0.48, 1.23, -1.54], [0.52, 0.65, 0.09], [-0.40, -0.33, -0.76], [0.51, -0.17, 1.88], [-0.44, -0.53, -0.20], [1.00, 0.96, -0.10], [0.04, 0.06, -0.11], [0.71, 0.14, -0.08], [-0.53, -0.67, 0.27], [-0.48, -0.31, 0.22], [-0.77, -1.18, -0.19], [-0.57, 0.25, 0.57]], "e_homo_ev": [-11.16, -11.15], "charge": 1, "multiplicity": 2}

3.
{"formula": "C2H2NO2S", "method": "the ωB97M-V functional and the def2-TZVPD basis", "elements": ["C", "C", "N", "O", "O", "S", "H", "H"], "xyz": [[0.635, 0.282, -0.385], [0.766, -0.542, 0.791], [1.870, 0.109, 0.403], [-0.170, 1.436, -0.300], [-1.991, -0.595, 0.210], [-2.172, 0.729, -0.625], [0.657, 0.103, -1.442], [0.406, -1.522, 1.347]], "atomic_forces_ev_per_a": [[-2.33, 2.41, 0.03], [2.66, -1.32, -1.70], [-2.87, -1.65, 2.24], [-0.69, -0.68, 0.07], [-1.02, 1.70, -1.27], [2.83, -1.63, 1.88], [0.45, -1.44, -0.47], [0.97, 2.60, -0.77]], "e_homo_ev": -2.68, "charge": -1, "e_above_lowest_kcal_mol": 122.34}

4.
{"formula": "C7H8ClN2", "method": "the ωB97M-V functional and the def2-TZVPD basis", "elements": ["Cl", "C", "N", "C", "N", "C", "C", "C", "C", "C", "H", "H", "H", "H", "H", "H", "H", "H"], "xyz": [[-2.539, 2.272, 1.717], [-2.080, 0.969, 0.801], [-2.601, -0.115, 0.424], [-1.779, -0.939, -0.294], [-0.448, -0.338, -0.455], [0.876, -1.165, -0.338], [2.030, -0.301, -0.207], [2.036, 1.021, 0.068], [0.764, 1.551, 0.434], [-0.317, 0.805, 0.353], [-1.728, -2.002, 0.136], [-2.284, -1.208, -1.286], [-0.473, -0.078, -1.472], [1.148, -1.850, -1.125], [0.917, -1.786, 0.635], [2.865, -1.061, -0.300], [2.887, 1.662, 0.118], [0.725, 2.562, 0.793]], "atomic_forces_ev_per_a": [[-0.50, 0.00, 0.02], [4.73, -1.69, -1.27], [-1.47, 2.52, 1.51], [-1.46, -4.64, -1.01], [2.82, -1.78, -2.85], [-1.14, -0.78, 2.63], [2.49, 0.21, -0.24], [0.36, -1.98, -0.79], [-0.65, 0.45, 0.11], [-5.12, 2.35, 1.27], [0.30, 1.60, 0.05], [1.03, 0.86, 0.87], [0.46, 0.37, 0.90], [-1.23, -0.19, -0.73], [-0.88, 0.72, -1.23], [-0.07, 1.90, 0.10], [0.59, -0.08, 0.05], [-0.26, 0.16, 0.59]], "e_homo_ev": -13.26, "charge": 1, "e_above_lowest_kcal_mol": 32.23, "smiles": "ClC1=NC[N@@H+]2CC=CC=C12"}